C9H6N2OS in the gas phase in a non-equilibrium geometry. Source: the Open Molecules 2025 dataset; level of theory: ωB97M-V/def2-TZVPD.

Element x y z (Å)
N -5.97 0.24 -0.10
C -4.79 0.32 -0.06
C -3.37 0.46 0.06
S -2.72 -1.24 -0.09
C -1.05 -0.81 -0.09
N -0.63 0.41 0.07
C 0.74 0.28 0.09
C 1.66 1.32 0.00
C 3.01 0.95 -0.16
C 3.36 -0.44 -0.16
C 2.43 -1.47 0.08
C 1.14 -1.03 0.10
O -0.07 -1.74 -0.04
H -2.92 1.15 -0.64
H -3.10 0.65 1.21
H 1.34 2.40 0.04
H 3.90 1.65 -0.13
H 4.49 -0.61 -0.38
H 2.55 -2.49 0.22

Properties
LUMO energy   0.48 eV
Energy relative to the best compared isomer or geometry (same formula, charge and spin)   0.0 kJ/mol
Largest force on an atom   0.08613 hartree/bohr
Orbital gap   9.23 eV
SMILES string   N#CCSc1nc2ccccc2o1
HOMO energy   -8.75 eV
Charge   0

Results of the natural (NBO) charge analysis, in e, for atoms 1 through 2: number 1, N, carries -0.278; number 2, C, carries 0.244